56
Properties=species:S:1:pos:R:3:lowdin_charge:R:1 method="wB97M-V/def2-TZVPD" fmax_ev_per_a=1.07 de_lowest_kj_mol=0.0 e_lumo_ev=-0.52 e_homo_ev=-8.082
C -6.88718 0.19754 -0.51158 -0.0649
C -6.03638 0.98644 0.48654 -0.3912
C -6.22046 0.44354 1.90566 -0.0638
C -4.58236 0.95636 0.09153 -0.2070
C -3.90542 2.13701 -0.19821 -0.0189
C -2.57265 2.12868 -0.55363 -0.0382
C -1.87248 0.92253 -0.64399 -0.2111
C -0.48174 0.83934 -0.99897 -0.0161
C 0.48454 1.77268 -0.87622 -0.3949
S 0.35044 3.39266 -0.21462 1.0490
C 2.08640 3.61368 -0.24597 -1.0869
S 2.86194 4.94876 0.28448 0.6752
N 2.69367 2.53156 -0.79945 -0.1068
C 4.12747 2.37248 -0.79912 -0.1450
C 4.61674 1.91024 0.58290 -0.0668
C 3.86776 0.65715 1.01565 -0.4770
O 2.68218 0.67196 1.28272 0.0673
N 4.61957 -0.46142 1.07141 0.0722
C 4.10281 -1.75349 1.46491 -0.1702
C 4.19481 -2.77155 0.32696 -0.1456
C 3.25488 -2.43777 -0.83835 -0.1349
N 1.88841 -2.77676 -0.55064 -0.0747
C 1.25754 -3.94213 -0.88391 -0.0747
C -0.02856 -3.81555 -0.44738 -0.1527
N -0.19642 -2.60502 0.14667 0.0535
C 0.96549 -2.01097 0.07361 -0.1789
C 1.88307 1.47729 -1.17886 -0.4575
O 2.31537 0.47184 -1.70427 0.0845
C -2.55496 -0.26964 -0.36473 -0.0025
C -3.88115 -0.24434 0.00701 -0.0174
H -7.94039 0.27826 -0.25203 0.0764
H -6.74784 0.58537 -1.51841 0.0822
H -6.61287 -0.85417 -0.50809 0.0743
H -6.37374 2.02891 0.47352 0.1302
H -5.92612 -0.60124 1.96114 0.0752
H -7.26305 0.52380 2.20538 0.0765
H -5.61276 1.00863 2.60886 0.0828
H -4.43280 3.07890 -0.14311 0.1132
H -2.07895 3.05900 -0.79069 0.0655
H -0.14296 -0.12438 -1.36122 0.1185
H 4.35986 1.62455 -1.56215 0.1320
H 4.58697 3.33026 -1.05505 0.1037
H 5.69318 1.74748 0.54853 0.1159
H 4.39780 2.70003 1.30500 0.1045
H 5.59277 -0.42052 0.81321 0.1426
H 4.66896 -2.11648 2.32988 0.1231
H 3.06352 -1.60387 1.76359 0.1143
H 5.22164 -2.80166 -0.04480 0.1099
H 3.94830 -3.76044 0.71820 0.1163
H 3.56120 -2.99690 -1.72674 0.1287
H 3.29834 -1.37018 -1.06836 0.0993
H 1.76107 -4.73513 -1.39837 0.1104
H -0.84020 -4.51132 -0.52379 0.0908
H 1.17695 -1.03253 0.45653 0.1111
H -2.01314 -1.20456 -0.39480 0.0851
H -4.37909 -1.17494 0.23358 0.1133